# 1
Entry from the Open Molecules 2025 dataset: a molecular structure, C37H30Br2N7O2P2S2Tl (the ωB97M-V functional and the def2-TZVPD basis).

Values from the calculation:
* E_HOMO: -7.253 eV
* lowest unoccupied orbital energy: -1.28 eV
* strongest force on any atom: 0.19 eV/A
* ΔE to the lowest compared entry with this formula, charge and spin: 0.0 kcal/mol

Positions of all 83 atoms, in Å:
Tl  0.481  0.113  0.598
Br  4.923  0.429  -2.318
C  4.884  0.582  -0.433
C  6.096  0.778  0.241
C  6.125  0.931  1.596
Br  7.795  1.192  2.459
C  4.924  0.899  2.344
C  4.856  1.058  3.746
C  3.648  1.012  4.382
C  2.492  0.802  3.612
N  2.518  0.650  2.313
C  3.703  0.694  1.655
C  3.650  0.525  0.211
O  2.537  0.341  -0.410
H  7.013  0.810  -0.331
H  5.770  1.217  4.302
H  3.573  1.132  5.454
H  1.516  0.757  4.089
S  -1.096  -1.976  2.537
C  -2.017  -2.363  1.166
S  -2.466  -1.948  -0.296
C  -2.190  -3.434  2.217
C  -3.454  -3.482  2.914
N  -4.448  -3.486  3.488
C  -1.543  -4.705  1.986
N  -1.015  -5.704  1.788
C  -3.029  1.170  4.015
C  -2.269  2.321  3.832
C  -2.076  2.827  2.558
C  -2.629  2.168  1.460
C  -3.382  1.011  1.645
C  -3.591  0.520  2.925
P  -2.268  2.737  -0.207
C  -2.738  4.461  -0.284
C  -2.076  5.286  -1.192
C  -2.462  6.610  -1.320
C  -3.510  7.106  -0.555
C  -4.174  6.283  0.344
C  -3.787  4.959  0.485
C  -2.797  1.650  -1.442
C  -4.051  1.161  -1.846
C  -4.119  0.202  -2.819
C  -2.919  -0.266  -3.417
C  -1.688  0.189  -3.046
C  -1.585  1.166  -2.010
H  -3.184  0.781  5.013
H  -1.832  2.824  4.684
H  -1.486  3.725  2.415
H  -3.790  0.492  0.787
H  -4.184  -0.374  3.071
H  -1.259  4.889  -1.782
H  -1.944  7.255  -2.017
H  -3.810  8.140  -0.660
H  -4.989  6.673  0.938
H  -4.298  4.319  1.195
H  -4.956  1.549  -1.392
H  -5.073  -0.182  -3.151
H  -2.985  -1.008  -4.204
H  -0.785  -0.165  -3.524
C  1.049  -4.373  -3.406
N  1.548  -3.002  -3.436
C  3.000  -3.030  -3.253
N  3.429  -3.730  -2.043
C  2.871  -5.078  -2.062
N  1.416  -5.117  -2.204
C  0.753  -4.575  -1.019
P  1.188  -2.795  -0.676
C  0.907  -2.179  -2.408
C  3.029  -2.998  -0.838
H  1.463  -4.901  -4.268
H  -0.040  -4.360  -3.497
H  3.375  -2.007  -3.222
H  3.439  -3.542  -4.113
H  3.153  -5.597  -1.143
H  3.306  -5.612  -2.910
H  1.013  -5.183  -0.149
H  -0.330  -4.663  -1.145
H  1.290  -1.156  -2.472
H  -0.169  -2.142  -2.600
H  3.411  -3.520  0.043
H  3.480  -2.005  -0.857
O  -0.724  2.665  -0.556
N  -0.404  1.597  -1.574

***

# 2
Entry from the Open Molecules 2025 dataset: a molecular structure, C37H30BrF7N5O5S2Sb2Ti (the ωB97M-V functional and the def2-TZVPD basis).

Values from the calculation:
* E_HOMO (alpha / beta): -4.957 / -6.089 eV
* total charge: -1
* <S²>: 2.03
* lowest unoccupied orbital energy (alpha / beta): 1.77 / 1.41 eV
* strongest force on any atom: 0.66 eV/A
* ΔE to the lowest compared entry with this formula, charge and spin: 46.7 kcal/mol
* 2S+1: 3

Positions of all 90 atoms, in Å:
Ti  -1.373  -0.861  -0.735
C  0.806  3.125  1.800
C  1.705  2.818  0.589
C  2.874  1.881  0.915
Sb  2.298  -0.133  1.492
C  3.495  -1.201  0.078
C  2.977  -2.397  -0.409
C  3.700  -3.167  -1.311
C  4.951  -2.747  -1.733
C  5.474  -1.551  -1.256
C  4.748  -0.784  -0.357
C  3.739  -0.294  3.104
C  4.968  0.364  3.107
C  5.863  0.205  4.157
C  5.542  -0.620  5.226
C  4.323  -1.281  5.240
C  3.431  -1.115  4.187
Sb  -1.064  2.037  1.815
C  -1.902  3.102  3.488
C  -2.276  2.405  4.635
C  -2.786  3.076  5.740
C  -2.926  4.455  5.710
C  -2.559  5.161  4.571
C  -2.053  4.487  3.469
C  -2.022  3.272  0.333
C  -1.434  4.388  -0.259
C  -2.139  5.162  -1.172
C  -3.444  4.829  -1.510
C  -4.039  3.717  -0.932
C  -3.330  2.945  -0.021
H  0.530  4.180  1.840
H  1.319  2.917  2.743
H  2.123  3.760  0.215
H  1.125  2.407  -0.243
H  3.556  1.810  0.067
H  3.439  2.292  1.757
H  1.985  -2.720  -0.113
H  3.275  -4.086  -1.696
H  5.515  -3.341  -2.441
H  6.446  -1.212  -1.593
H  5.168  0.153  -0.009
H  5.243  1.008  2.279
H  6.814  0.725  4.139
H  6.239  -0.745  6.046
H  4.064  -1.927  6.070
H  2.478  -1.634  4.214
H  -2.174  1.326  4.668
H  -3.077  2.519  6.622
H  -3.321  4.981  6.570
H  -2.674  6.238  4.540
H  -1.793  5.047  2.577
H  -0.414  4.664  -0.020
H  -1.664  6.023  -1.627
H  -3.990  5.427  -2.229
H  -5.048  3.431  -1.204
H  -3.805  2.066  0.400
F  1.596  1.901  -5.727
C  1.290  0.632  -5.538
F  0.076  0.384  -5.980
F  2.168  -0.143  -6.133
S  1.029  0.249  -2.623
O  0.231  0.148  -1.249
O  2.387  0.649  -2.297
N  1.131  -1.409  -3.062
S  -0.174  -2.120  -2.799
O  -0.355  -2.764  -1.484
O  -1.388  -1.287  -2.960
C  -0.264  -3.453  -4.057
F  -0.198  -2.928  -5.274
F  0.740  -4.309  -3.896
F  -1.413  -4.100  -3.924
O  -3.108  -0.255  -0.370
N  -3.278  -1.556  -0.736
C  -4.317  -1.792  -1.544
C  -5.278  -0.791  -1.841
N  -6.061  0.022  -2.079
C  -4.476  -3.104  -2.065
N  -4.622  -4.166  -2.489
F  -0.945  -1.466  0.865
Br  -2.497  3.974  -6.659
C  -2.307  2.993  -5.049
C  -1.255  3.269  -4.199
C  -1.161  2.515  -3.039
N  -2.015  1.552  -2.711
C  -3.020  1.310  -3.547
C  -3.218  2.004  -4.732
H  -0.528  4.036  -4.424
H  -0.360  2.708  -2.334
H  -3.707  0.523  -3.267
H  -4.053  1.772  -5.376

***

Q: ΔE to the lowest compared entry with this formula, charge and spin of number 2 (C37H30BrF7N5O5S2Sb2Ti)?
A: 46.7 kcal/mol